Record 1
C18H31N2OPSiSn | ωB97M-V with the def2-TZVPD basis set

Results
Gap between HOMO and LUMO (alpha / beta), Eh: 0.2019 / 0.1967
HOMO level (alpha / beta), eV: -6.38 / -6.59

Cartesian coordinates (Å):
Sn -0.14431 0.00454 -0.19697
Si 0.10473 -2.23618 -1.49346
P 0.55158 1.33368 -2.40478
N -2.09674 0.08446 -0.06479
H 2.83769 0.81216 0.50371
C 0.87636 3.12784 -2.32520
H 1.12243 3.55173 -3.31206
H 1.71981 3.30594 -1.63930
H -0.00409 3.65095 -1.91886
C 1.99565 0.63700 -3.30768
H 2.22746 1.24531 -4.20075
H 1.79480 -0.40164 -3.61825
H 2.88158 0.62704 -2.64951
C -0.86234 1.15957 -3.57217
H -0.68500 1.73613 -4.49862
H -1.78210 1.53067 -3.08825
H -1.01948 0.09833 -3.82626
C 1.81437 -3.01076 -1.60850
H 2.24756 -3.17770 -0.61107
H 2.50114 -2.40277 -2.21307
H 1.62778 -3.97045 -2.11879
H -0.74846 -3.16719 -0.69479
H -0.37996 -2.01562 -2.89787
C -3.32730 -0.04615 -0.44630
C -5.57100 0.82504 -0.10786
C -4.21795 0.92093 0.14363
C -3.83683 -1.09313 -1.31098
C -5.20855 -1.13895 -1.52996
C -6.07642 -0.18888 -0.94995
H -6.21994 1.57572 0.33792
H -3.72582 1.69051 0.76301
H -3.10700 -1.79876 -1.74221
H -5.60556 -1.91678 -2.18241
H -7.15352 -0.24022 -1.14375
C 3.19045 -0.13433 0.88302
O 2.28127 -1.14521 0.70761
C 3.09881 0.47654 2.31640
H 4.06141 0.96487 2.49052
H 2.91607 -0.29191 3.05908
H 2.23217 1.15117 2.46147
C 4.60758 -0.25915 0.31550
H 5.01418 0.76420 0.24096
H 4.60176 -0.65992 -0.70449
H 5.17061 -0.88345 1.04524
C -0.76589 -2.08621 4.62147
C -1.21543 -0.79905 4.28099
C -0.94816 -0.29589 3.00499
N -0.27811 -1.01136 2.09144
C 0.17998 -2.22865 2.41689
C -0.04795 -2.81728 3.66185
H -0.98532 -2.51894 5.59751
H -1.78263 -0.14687 4.94106
H -1.30843 0.67093 2.63869
H 0.74339 -2.71401 1.62014
H 0.35370 -3.81875 3.80717

Record 2
C5H11N | ωB97M-V with the def2-TZVPD basis set

Results
Structure (SMILES): NCC1CCC1
Gap between HOMO and LUMO, Eh: 0.3842
HOMO level, eV: -9.31

Cartesian coordinates (Å):
N -2.31526 0.14828 -0.17147
C -1.16401 -0.55530 0.33883
C -0.03675 -0.41343 -0.54910
C 1.39948 -0.94017 -0.21187
C 1.58519 0.45151 0.50101
C 0.54399 1.01672 -0.36550
H -2.11517 1.16729 -0.34355
H -3.05257 0.17034 0.55260
H -1.54452 -1.57928 0.43122
H -0.83349 -0.24280 1.32429
H -0.31929 -0.73335 -1.58925
H 1.47970 -1.93413 0.37643
H 2.04132 -1.00858 -1.12991
H 2.58068 0.94156 0.61970
H 1.00051 0.38735 1.47280
H -0.19534 1.71816 0.10886
H 0.94552 1.40583 -1.36510

Record 3
C4H11N2 | ωB97M-V with the def2-TZVPD basis set

Results
Gap between HOMO and LUMO (alpha / beta), Eh: 0.1737 / 0.2764
2S+1: 2
HOMO level (alpha / beta), eV: -3.93 / -7.05

Cartesian coordinates (Å):
C -2.10313 -0.48870 0.96927
C -0.75110 0.17279 1.24180
C 0.16010 0.36682 0.11232
C 0.82323 -0.70854 -0.51817
N 2.01785 -0.51863 -1.23424
N 0.35237 1.63165 -0.62597
H -2.69143 0.07439 0.19268
H -2.61660 -0.47073 1.91555
H -1.79714 -1.50525 0.69169
H -0.24317 -0.36288 2.03603
H -0.88526 1.08817 1.75417
H 0.60385 -1.79494 -0.74946
H 2.07266 -1.15089 -2.05772
H 2.11711 0.40223 -1.44359
H 2.90714 -0.81223 -0.77548
H 0.10529 2.37371 0.02361
H -0.07178 1.70300 -1.53249

Record 4
C4H6O4 | ωB97M-V with the def2-TZVPD basis set

Results
Total charge: -2
Gap between HOMO and LUMO, Eh: 0.2990
HOMO level, eV: -1.58

Cartesian coordinates (Å):
C 2.33619 0.24927 -0.28562
C 2.84187 -0.23668 -1.66690
O 3.09458 0.68654 -2.48216
O 3.02658 -1.46344 -1.82098
H 2.88590 1.16848 -0.05887
H 2.39944 -0.46696 0.52865
H 1.33527 0.68843 -0.39329
C -2.19900 -0.52311 1.21851
C -3.02553 0.50653 0.40393
O -2.97882 0.40992 -0.83670
O -3.68493 1.33431 1.09450
H -1.19881 -0.54095 0.78679
H -2.61366 -1.54119 1.22821
H -2.21907 -0.27115 2.28393

Record 5
C33H90B2F8O13V2 | ωB97M-V with the def2-TZVPD basis set

Results
Gap between HOMO and LUMO (alpha / beta), Eh: 0.2554 / 0.3517
2S+1: 7
HOMO level (alpha / beta), eV: -7.01 / -9.64

Cartesian coordinates (Å):
V -7.09718 -5.86376 15.24969
V -8.60217 -8.07926 13.53613
O -8.19387 -7.59792 15.53348
H -8.75780 -7.99577 16.22502
O -7.69276 -6.16500 13.22402
H -8.25036 -5.49576 12.78161
B -3.90785 -6.72408 15.55689
F -3.37709 -6.34080 14.38204
F -3.34359 -7.91912 16.02662
F -3.73109 -5.82383 16.54221
F -5.27287 -6.91994 15.35870
B -11.41371 -6.17780 13.37879
F -11.82960 -6.22513 12.13471
F -10.56537 -7.23140 13.56897
F -10.72418 -5.00583 13.64889
F -12.48220 -6.29706 14.21936
C -12.09256 -4.95042 20.29705
C -11.28533 -6.10215 21.07325
C -10.88867 -5.75198 22.48640
O -12.01903 -7.26676 21.00325
H -11.58342 -3.99681 20.43678
H -13.05199 -4.71713 20.75876
H -12.32458 -5.05827 19.23751
H -10.40056 -6.19248 20.44306
H -10.22479 -4.89764 22.35422
H -10.28644 -6.43737 23.08277
H -11.75643 -5.46112 23.07842
H -12.88643 -7.10323 21.38070
C -9.98906 -2.48508 15.53547
C -9.65741 -3.71951 16.34123
C -10.91730 -4.32190 16.91334
O -9.02254 -4.68053 15.51957
H -9.06875 -2.25602 14.99821
H -10.32552 -1.63729 16.13225
H -10.73972 -2.66658 14.76627
H -8.97128 -3.45318 17.14521
H -11.60017 -4.79204 16.20570
H -11.52459 -3.60337 17.46381
H -10.61495 -4.95163 17.75007
H -9.70008 -5.00465 14.92167
C -9.09667 -4.57799 10.45856
C -7.70225 -4.87714 9.86719
C -6.66032 -3.68462 9.94411
O -7.24207 -6.02800 10.55590
H -9.05152 -4.58253 11.54762
H -9.82366 -5.35668 10.22787
H -9.60724 -3.65740 10.17585
H -7.89163 -5.11299 8.82000
H -5.86500 -3.85278 9.21796
H -6.22584 -3.62253 10.94184
H -7.13248 -2.73847 9.67959
H -7.26804 -5.81868 11.49244
C -6.52402 -2.22673 13.56478
C -5.62921 -3.35678 13.98943
C -4.17885 -2.92418 14.28843
O -5.99598 -3.98786 15.17919
H -6.63297 -1.53481 14.39993
H -7.49715 -2.50862 13.16272
H -6.10472 -1.55983 12.81144
H -5.63228 -4.11199 13.20346
H -3.60127 -3.73224 14.73737
H -4.16395 -2.02101 14.89849
H -3.75563 -2.59060 13.34095
H -5.79796 -3.36033 15.87818
C -7.75173 -5.15848 19.69586
C -6.77843 -5.84498 18.70138
C -7.16711 -7.25319 18.43023
O -6.89865 -5.15034 17.47607
H -7.72168 -5.64936 20.66861
H -8.79522 -5.17379 19.38125
H -7.43987 -4.13203 19.88887
H -5.80939 -5.83874 19.20040
H -8.21847 -7.31223 18.14872
H -7.03032 -7.89190 19.30284
H -6.60358 -7.66670 17.59384
H -6.72821 -4.22572 17.67003
C -4.55950 -8.72815 12.50038
C -5.85754 -9.64501 12.44765
C -5.44747 -11.15756 12.39301
O -6.75410 -9.36526 13.49200
H -4.08788 -8.79159 13.48102
H -4.85709 -7.68134 12.43934
H -3.71685 -8.95318 11.84662
H -6.39832 -9.37107 11.54177
H -6.34470 -11.71263 12.11921
H -5.20168 -11.55503 13.37775
H -4.58749 -11.38079 11.76158
H -6.11926 -9.51258 14.19690
C -11.71895 -8.01883 17.12902
C -12.61063 -8.98631 16.32874
C -14.01903 -8.49647 16.16782
O -12.08297 -9.25958 15.03759
H -11.86458 -6.99655 16.77999
H -10.65450 -8.25300 17.14330
H -12.10496 -8.03519 18.14825
H -12.67632 -9.91099 16.90211
H -14.61333 -8.61195 17.07423
H -14.63914 -9.01898 15.43944
H -14.09096 -7.44146 15.90347
H -12.12082 -8.41826 14.57677
C -8.19550 -10.19443 22.02371
C -9.25966 -9.31226 21.36853
C -9.83810 -9.74314 20.02797
O -10.38146 -9.19348 22.21861
H -7.28834 -10.07049 21.43228
H -8.42018 -11.25069 22.17181
H -7.95333 -9.73607 22.98255
H -8.81794 -8.31633 21.33513
H -10.27136 -10.72938 20.19444
H -9.00548 -9.83637 19.33074
H -10.55554 -9.07236 19.55526
H -11.00331 -8.69143 21.68678
C -9.06842 -11.61941 15.84722
C -9.25257 -11.39643 14.37751
C -10.30964 -12.31420 13.70443
O -9.63504 -10.06020 14.10311
H -8.31000 -10.99912 16.32486
H -8.77953 -12.65592 16.02120
H -9.98551 -11.41336 16.39912
H -8.33261 -11.52816 13.80792
H -11.31404 -11.93470 13.89221
H -10.37120 -13.31943 14.12137
H -10.27896 -12.35942 12.61580
H -10.54744 -9.96109 14.38475
C -8.71313 -8.91833 9.05810
C -9.55474 -8.67625 10.31238
C -10.18477 -9.96597 10.86707
O -8.72565 -8.12295 11.32848
H -9.37242 -9.10239 8.20983
H -7.98164 -9.71263 9.20679
H -8.17679 -8.00140 8.81382
H -10.33306 -7.98866 9.98142
H -10.78928 -10.51919 10.14831
H -10.82018 -9.80452 11.73787
H -9.47042 -10.72693 11.18131
H -8.25008 -7.37472 10.96025
C -5.23895 -10.22168 18.31503
C -4.72027 -10.64943 16.92893
C -5.16692 -12.08468 16.64041
O -5.21941 -9.75761 15.96812
H -4.60123 -10.84437 18.94246
H -6.29345 -10.48142 18.40810
H -4.93124 -9.20059 18.54040
H -3.63115 -10.68496 16.95419
H -4.91519 -12.50235 15.66559
H -6.25313 -12.17265 16.66315
H -4.65796 -12.70784 17.37575
H -4.57188 -9.05744 15.85837

Record 6
C32H52BiGeN14O5 | ωB97M-V with the def2-TZVPD basis set

Results
Gap between HOMO and LUMO (alpha / beta), Eh: 0.3183 / 0.2270
2S+1: 2
HOMO level (alpha / beta), eV: -8.11 / -8.12

Cartesian coordinates (Å):
Bi 0.37644 -0.13476 0.32342
C -3.30592 -2.99358 -1.13380
C -3.88766 -1.67992 -0.62960
C -4.54971 -1.89410 0.72922
C -4.89515 -1.13018 -1.63405
O -2.77903 -0.76483 -0.51568
Ge -2.92352 0.77648 0.34670
O -1.82041 0.54312 1.75107
C -2.17111 0.85317 3.12313
C -1.59846 -0.22301 4.03152
C -1.57548 2.21031 3.46450
C -3.69084 0.88860 3.27627
O -1.85439 1.81026 -0.60599
C -2.27532 2.76445 -1.59436
C -3.39515 3.63780 -1.02882
C -1.05144 3.61488 -1.89470
C -2.74678 2.03510 -2.84740
H -4.09418 -3.74584 -1.18622
H -2.88143 -2.87180 -2.13389
H -2.53372 -3.35090 -0.45063
H -5.30243 -2.68060 0.67179
H -3.79422 -2.17336 1.46623
H -5.04952 -0.97352 1.05817
H -5.70320 -1.84352 -1.80220
H -5.33458 -0.19762 -1.26094
H -4.40417 -0.92134 -2.58643
H -0.51086 -0.25987 3.94490
H -1.85434 0.01400 5.06566
H -2.00380 -1.20094 3.77449
H -0.48797 2.16175 3.39403
H -1.93820 2.97405 2.77004
H -1.84892 2.49928 4.48126
H -4.12394 -0.05705 2.93917
H -3.96581 1.03963 4.31997
H -4.12128 1.70880 2.68839
H -3.09570 4.03727 -0.05630
H -3.60534 4.47238 -1.69876
H -4.31789 3.05780 -0.90276
H -0.79254 4.22188 -1.02502
H -0.19541 2.97928 -2.13835
H -1.25722 4.27445 -2.74013
H -3.54056 1.32457 -2.60138
H -3.13293 2.74583 -3.57978
H -1.91683 1.48706 -3.30102
N 3.26527 2.07425 -0.37591
C 2.37905 3.10203 0.04406
C 2.14311 4.18813 -0.79655
C 1.30919 5.22369 -0.40942
C 0.69722 5.18938 0.83822
C 0.93618 4.11486 1.68137
C 1.76919 3.06265 1.29793
C 2.11365 1.97156 2.26120
C 2.87965 2.32795 3.37716
C 3.25958 1.38364 4.31740
C 2.87533 0.06037 4.14550
C 2.11272 -0.29396 3.04042
C 1.71992 0.64333 2.07790
H 2.76882 1.42421 -0.98623
H 3.56251 1.51071 0.41380
H 2.64405 4.21762 -1.75731
H 1.14998 6.06467 -1.07365
H 0.04902 5.99717 1.15543
H 0.47449 4.08755 2.66090
H 3.17597 3.36462 3.49682
H 3.85324 1.67736 5.17501
H 3.17182 -0.69560 4.86372
H 1.81334 -1.33225 2.94498
N 1.95083 -3.53145 1.02081
C 0.63794 -3.34864 1.37405
N -0.10260 -4.31316 1.87595
N -1.31478 -3.74064 2.06558
N -1.30782 -2.51398 1.69602
N -0.05422 -2.21062 1.24877
C 2.74172 -2.61020 0.37230
N 3.98721 -2.86545 0.01709
N 4.40973 -1.72518 -0.56290
N 3.46912 -0.84198 -0.56790
N 2.37260 -1.38115 0.01695
H 2.35605 -4.42846 1.22458
N 0.06785 -1.66442 -1.96363
C 0.41912 -1.02405 -3.22222
C 1.26497 -1.96068 -4.08728
C 2.64824 -2.34983 -3.51586
C 3.81385 -1.83716 -4.35068
N 3.86908 -0.38537 -4.43934
C 4.56829 0.42989 -3.67252
N 4.26711 1.73437 -3.71041
N 5.63445 0.00358 -2.96934
C 1.08323 0.36532 -3.03742
O 1.27611 1.00697 -4.09987
O 1.37473 0.77347 -1.87858
H 0.45026 -2.59063 -1.83842
H -0.92686 -1.66051 -1.77481
H -0.48917 -0.80201 -3.78874
H 1.37368 -1.50330 -5.07315
H 0.66762 -2.86372 -4.23419
H 2.74934 -3.43562 -3.49058
H 2.75232 -1.99845 -2.48838
H 3.69328 -2.20247 -5.37212
H 4.76524 -2.21882 -3.98262
H 3.01411 0.04188 -4.79579
H 3.29942 1.93088 -3.96979
H 4.62847 2.29906 -2.95703
H 5.59303 -0.91991 -2.56835
H 6.01602 0.67534 -2.32126

Record 7
CH2ClN3O | ωB97M-V with the def2-TZVPD basis set

Results
Gap between HOMO and LUMO (alpha / beta), Eh: 0.3337 / 0.3337
HOMO level (alpha / beta), eV: -9.40 / -9.40

Cartesian coordinates (Å):
C -2.25776 -0.79273 0.20952
N -0.62527 0.86355 -0.30555
N 1.18426 -0.51678 -0.20660
N 0.42415 0.52835 -0.13511
O -3.30161 -0.54447 -0.10981
Cl 1.61109 2.12375 0.22763
H 2.10266 -0.24151 0.20849
H 0.86249 -1.42016 0.11143

Record 8
C14H6Cl5NNaO2 | ωB97M-V with the def2-TZVPD basis set

Results
Total charge: -1
Gap between HOMO and LUMO, Eh: 0.2772
HOMO level, eV: -5.35

Cartesian coordinates (Å):
Na 0.43505 0.36006 -1.15323
Cl -0.72507 -3.08288 -2.30304
C -1.66121 -1.73472 -2.97523
C -1.25860 -0.44906 -2.66950
C -2.03680 0.54403 -3.23736
Cl -1.59190 2.22420 -2.90372
C -3.14339 0.31088 -4.05041
Cl -4.06999 1.61502 -4.72674
C -3.50675 -1.00677 -4.32337
Cl -4.87541 -1.34712 -5.32700
C -2.75612 -2.04845 -3.77870
Cl -3.20215 -3.69269 -4.11578
N 3.49689 0.87011 -2.65386
C 2.38833 1.21637 -2.72189
H 4.41560 0.52426 -2.48258
O 2.04613 0.02206 0.47816
C 1.16258 0.60575 1.16049
O 0.18780 1.25490 0.69586
C 1.24863 0.48630 2.67370
C 2.33012 -0.15731 3.26453
C 2.40857 -0.27715 4.64625
C 1.39907 0.24451 5.44698
C 0.31570 0.88924 4.86036
C 0.24396 1.01272 3.47825
H 3.09615 -0.56292 2.61536
H 3.25537 -0.77829 5.10130
H 1.45416 0.14526 6.52486
H -0.47293 1.29638 5.48265
H -0.58379 1.51530 2.99368

Record 9
C4H8O2 | ωB97M-V with the def2-TZVPD basis set

Results
Gap between HOMO and LUMO, Eh: 0.3370
HOMO level, eV: -8.31

Cartesian coordinates (Å):
O -2.05298 1.31414 0.75659
C -1.45058 2.37417 0.29648
C 0.07559 -0.37410 -1.38776
C 0.30444 -1.19174 -0.14695
C 1.25761 -0.77873 0.88389
O -0.14573 -0.62264 1.08750
H -1.43523 0.59813 1.03665
H -0.99312 -0.30870 -1.61876
H -0.34074 2.14919 0.37275
H 0.58112 -0.83361 -2.24252
H 0.46265 0.64194 -1.26408
H 0.07085 -2.25349 -0.22182
H 1.80961 0.15006 0.74943
H 1.72569 -1.51815 1.53014

| no. | E (eV) |
| --- | --- |
| 1 | -47189.251 |
| 2 | -6851.883 |
| 3 | -7301.866 |
| 4 | -12435.970 |
| 5 | -136784.035 |
| 6 | -127484.592 |
| 7 | -20105.788 |
| 8 | -87231.430 |
| 9 | -8368.414 |